## i
Entry from the OMol25 dataset: 16 unconnected molecules or ions with the total composition H31O16 (ωB97M-V with the def2-TZVPD basis set).

Atoms and positions in Å:
O (2.9721, 3.7072, -1.7167)
H (3.8281, 1.9264, 0.7787)
H (1.2304, -0.2909, -2.0308)
O (-3.8750, -1.8515, 3.7136)
H (2.9014, 2.8091, -2.0430)
H (3.0100, 4.2442, -2.4870)
O (-2.1697, -1.0833, -0.5791)
H (-3.1371, -1.4143, 3.2686)
H (-1.9952, -1.1833, 0.2743)
O (1.7995, 0.9857, -1.5279)
H (-0.4620, 2.2553, -1.8025)
H (2.4952, 0.9041, -0.9221)
O (-1.3246, 2.7961, -1.9764)
H (0.9236, -1.2248, -3.1744)
H (2.3354, 1.4680, -2.7889)
O (-3.9681, 0.5590, -4.2295)
H (-3.5133, -0.2406, -3.9061)
H (-3.2205, 1.1906, -3.9055)
O (0.5775, -0.8458, 4.1657)
H (1.5357, -1.1064, 3.9479)
H (0.0468, -0.7760, 3.3222)
O (-1.0865, -1.4607, 1.9648)
H (-1.6087, -2.2261, 1.6329)
H (-0.2907, -1.5639, 1.3812)
O (-1.1908, 2.2442, 2.3502)
H (-1.3636, 2.5377, 1.3972)
O (-1.1651, -4.3893, -3.0410)
H (-0.8787, -3.5273, -2.7851)
H (-0.4837, -4.7779, -3.6137)
O (0.9652, -1.2468, -2.2624)
H (-1.2186, -0.8212, -0.9542)
H (-1.0802, 3.4524, -1.3028)
O (2.3247, 2.0373, -3.8149)
H (1.3094, 1.2392, 4.9765)
H (1.4677, 2.3489, -3.7565)
O (-1.2411, -5.7514, -0.8027)
H (-2.2110, -5.4031, -0.8836)
H (-0.9762, -5.8561, -1.7564)
O (3.9053, 2.6303, 1.5278)
H (1.7813, 1.5761, 1.1995)
H (4.0807, 3.3352, 0.9253)
O (1.5179, 1.2544, 1.9872)
H (0.5202, 1.1068, 2.1822)
H (-1.6820, 1.3744, 2.2518)
O (1.7876, 1.0243, 5.6793)
H (-4.6752, -2.0104, 3.1869)
H (1.5020, 0.0442, 5.9493)

Summary:
- HOMO-LUMO gap: 8.783 eV
- Molar mass: 287.2 g/mol
- Net charge: -1

---

## ii
Entry from the OMol25 dataset: 16 unconnected molecules or ions with the total composition H31O16 (ωB97M-V with the def2-TZVPD basis set).

Atoms and positions in Å:
O (-0.7003, 0.5535, 3.4156)
H (0.4004, -1.3889, -2.5369)
H (0.2867, -2.7193, 1.5737)
O (4.6831, -0.5994, 0.7196)
H (-1.2933, 0.6148, 2.6545)
H (-0.2665, 1.4158, 3.3785)
O (-3.9648, 1.1278, -1.8753)
H (3.7365, -0.5567, 0.4970)
H (0.6410, -3.4565, 2.8122)
O (0.2230, -3.5993, 1.9542)
H (-0.7776, -1.3960, -4.8456)
H (4.6352, -0.4226, 1.6632)
O (1.2254, -0.9130, -2.4019)
H (-1.1892, -4.7927, -1.3830)
H (-0.2604, 4.6915, 1.1636)
O (0.9298, 0.0467, 0.1485)
H (0.6002, -0.6446, 0.7432)
H (1.9781, -1.5737, -0.0160)
O (-2.6409, -1.3170, 0.3681)
H (-1.8135, -1.0012, -0.0237)
H (-3.2787, -0.6432, 0.0945)
O (-1.7197, -2.4152, 5.3212)
H (-1.5051, -1.5617, 4.9215)
H (-3.5788, 0.7439, -2.6616)
O (-1.8851, 1.9152, 0.9045)
H (-1.4834, 1.2461, 0.2999)
O (-1.6011, -3.9364, -1.5988)
H (1.0987, -0.5574, -1.4871)
H (-0.7890, -3.4379, -1.4305)
O (2.5574, 5.1668, -1.2379)
H (-4.9108, 1.0346, -1.7832)
H (2.3147, 5.5318, -0.3798)
O (-0.7702, 3.9997, 1.5996)
H (-1.0074, -0.1405, -4.0807)
H (-0.7803, 1.0719, -1.7234)
O (3.5044, 2.3971, -1.1400)
H (2.8479, 4.2554, -1.0396)
H (-0.1700, 0.2671, -0.5518)
O (-1.1867, 0.3965, -1.1533)
H (-0.9641, 3.3346, 0.8752)
H (2.8287, 1.9683, -0.5898)
O (-1.4201, -0.6708, -4.7837)
H (-2.7383, 2.0920, 0.4870)
H (-1.6481, -3.0376, 4.5894)
O (2.5363, -2.3452, 0.2205)
H (4.0770, 1.6299, -1.2508)
H (3.2390, -2.3743, -0.4310)

Summary:
- HOMO-LUMO gap: 9.845 eV
- Molar mass: 287.2 g/mol
- Net charge: -1

---

Energy ordering: ii at the bottom, the next structure 3.116 eV above.

---

## i
Entry from the OMol25 dataset: 2 unconnected molecules or ions with the total composition C3H10N2O3 (ωB97M-V with the def2-TZVPD basis set).

Atoms and positions in Å:
N (-0.5232, 1.1575, 1.3764)
C (-0.3858, 0.2727, 0.2813)
C (-1.3671, 0.3669, -0.7798)
O (-2.4062, -0.6078, -0.4872)
C (1.2318, 0.3370, -0.2655)
N (1.8416, 1.5490, -0.1156)
O (1.6779, -0.6140, -0.7976)
H (-0.8239, 0.7454, 2.2599)
H (-1.3160, 1.8609, 1.0778)
H (-0.0519, -0.8946, 0.6441)
H (-0.9480, 0.3253, -1.8584)
H (-1.9355, 1.1910, -0.5665)
H (-2.1415, -1.4760, -0.8336)
H (2.9771, 1.6153, -0.1992)
H (1.2352, 2.3511, 0.4693)
H (0.9878, -2.1052, -0.6263)
H (1.2929, -3.1339, 0.5875)
O (0.6547, -2.9406, -0.1666)

Summary:
- HOMO-LUMO gap: 9.684 eV
- SMILES string: NC(=O)[C@@H](N)CO.O
- Molar mass: 122.1 g/mol

---

## ii
Entry from the OMol25 dataset: 3 unconnected molecules or ions with the total composition C3H10N2O3 (ωB97M-V with the def2-TZVPD basis set).

Atoms and positions in Å:
O (2.5692, 1.1176, -1.4794)
C (2.4340, 0.9034, -0.2576)
N (3.2960, 0.4112, 0.6053)
C (-2.8283, -1.0597, -0.5977)
O (-1.4721, -0.8749, -0.5426)
C (1.0775, 1.1662, 0.3577)
N (0.0863, 1.2769, -0.6516)
H (4.1735, 0.2080, 0.1232)
H (-3.3222, -0.1402, -0.9808)
H (-3.1122, -1.8996, -1.2351)
H (-3.2603, -1.2066, 0.4074)
H (1.1402, 2.1152, 0.9158)
H (0.8323, 0.3835, 1.0869)
H (0.6042, 1.4148, -1.5245)
H (-0.5066, 0.4145, -0.7008)
H (-0.9348, -1.0853, 0.7994)
H (-0.3044, -2.0311, 1.9648)
O (-0.4724, -1.1138, 1.7095)

Summary:
- HOMO-LUMO gap: 3.802 eV
- Molar mass: 122.1 g/mol

---

Energy ordering: i at the bottom, the next structure 5.054 eV above.

---

## i
Entry from the OMol25 dataset: CH4O3S in the gas phase (ωB97M-V with the def2-TZVPD basis set).

Atoms and positions in Å:
C (0.1441, -0.8889, -0.1318)
O (1.6448, 1.2765, -0.6906)
O (0.0090, 2.6613, 1.0516)
O (-0.3115, 1.3043, 0.8077)
S (1.1169, 0.4985, 0.4806)
H (-0.3711, -1.3140, 0.6850)
H (0.7829, -1.5927, -0.6477)
H (-0.7548, -0.8150, -0.7112)
H (0.6199, 2.6159, 0.3202)

Summary:
- HOMO-LUMO gap: 10.865 eV
- Molar mass: 96.1 g/mol

---

## ii
Entry from the OMol25 dataset: CH4O3S in the gas phase (ωB97M-V with the def2-TZVPD basis set).

Atoms and positions in Å:
C (-0.5337, 0.0096, -0.2779)
O (-1.2364, -1.1656, 0.0874)
O (-1.1614, 1.1688, 0.1454)
O (0.8369, -0.2724, 0.4596)
S (2.2069, 0.1429, -0.3409)
H (-0.4914, 0.1042, -1.3072)
H (-1.1259, -1.7897, -0.6794)
H (-1.3936, 1.1057, 1.1181)
H (2.8986, 0.6965, 0.7949)

Summary:
- HOMO-LUMO gap: 9.224 eV
- SMILES string: OC(O)OS
- Molar mass: 96.1 g/mol

---

Energy ordering: ii at the bottom, the next structure 2.549 eV above.

---

## i
Entry from the OMol25 dataset: C3HClF2 in the gas phase (ωB97M-V with the def2-TZVPD basis set).

Atoms and positions in Å:
C (-0.6779, -0.3131, 0.0695)
C (0.7559, -0.1957, -0.3094)
C (0.1701, 0.9253, -0.0798)
F (0.0392, 2.2484, 0.0868)
F (-1.0042, -0.9172, 1.3247)
Cl (2.1283, -1.0517, -0.5582)
H (-1.4115, -0.6959, -0.5337)

Summary:
- HOMO-LUMO gap: 11.132 eV
- SMILES string: FC1=C(Cl)[C@H]1F
- Molar mass: 110.5 g/mol

---

## ii
Entry from the OMol25 dataset: C3HClF2 in the gas phase (ωB97M-V with the def2-TZVPD basis set).

Atoms and positions in Å:
C (0.0718, -0.0878, -0.3274)
C (-0.9656, -0.8168, 0.4214)
C (-1.8085, -1.4184, 1.0259)
H (-2.5915, -1.9833, 1.6045)
F (1.0534, -0.9360, -0.7053)
F (-0.4534, 0.4442, -1.4401)
Cl (0.7885, 1.1969, 0.6462)

Summary:
- HOMO-LUMO gap: 12.117 eV
- SMILES string: C#CC(F)(F)Cl
- Molar mass: 110.5 g/mol

---

## iii
Entry from the OMol25 dataset: C3HClF2 in the gas phase (ωB97M-V with the def2-TZVPD basis set).

Atoms and positions in Å:
C (-0.4328, -0.7551, 0.0709)
C (0.4006, 0.4171, 0.0478)
C (0.8647, 1.4931, -0.2166)
H (1.3977, 2.3622, 0.1495)
F (0.0961, -1.8285, 0.7133)
F (-1.5455, -0.4547, 0.8320)
Cl (-0.7808, -1.2341, -1.5968)

Summary:
- HOMO-LUMO gap: 11.647 eV
- SMILES string: C#CC(F)(F)Cl
- Molar mass: 110.5 g/mol

---

## iv
Entry from the OMol25 dataset: C3HClF2 in the gas phase (ωB97M-V with the def2-TZVPD basis set).

Atoms and positions in Å:
C (-1.2555, -0.1352, 0.0834)
C (-0.0874, 0.3867, 0.3703)
C (1.1818, 0.4380, 0.0942)
F (1.5371, -0.2400, -1.0510)
F (2.2810, 0.9110, 0.6105)
Cl (-1.5798, -1.8830, 0.0844)
H (-2.0773, 0.5224, -0.1917)

Summary:
- HOMO-LUMO gap: 9.805 eV
- SMILES string: FC(F)=C=CCl
- Molar mass: 110.5 g/mol

---

Energy ordering: ii at the bottom, the next structure 0.352 eV above.

---

## i
Entry from the OMol25 dataset: C10H9N in the gas phase (ωB97M-V with the def2-TZVPD basis set).

Atoms and positions in Å:
C (2.2226, 0.9868, 2.2716)
C (0.7898, 1.2117, 2.4083)
C (-0.1021, 0.7789, 1.4512)
C (0.2821, 0.0899, 0.3919)
C (1.6872, -0.2444, 0.2146)
C (2.6118, 0.1782, 1.1462)
C (-0.6939, -0.3716, -0.5935)
C (-1.2391, -1.6850, -0.9419)
C (-2.1514, -1.4594, -2.0372)
C (-2.1473, -0.1333, -2.4859)
H (2.9233, 1.3068, 2.8277)
H (0.5549, 1.6952, 3.2881)
H (-1.0634, 1.1296, 1.5451)
H (1.9756, -0.8286, -0.9143)
H (3.7435, 0.1253, 1.0662)
H (-0.9171, -2.4815, -0.5190)
H (-2.6338, -2.3267, -2.7368)
H (-2.5588, 0.3213, -3.0943)
H (-0.9978, 1.4438, -1.3252)
N (-1.2264, 0.5005, -1.5841)

Summary:
- HOMO-LUMO gap: 9.007 eV
- SMILES string: c1ccc(-c2ccc[nH]2)cc1
- Molar mass: 143.2 g/mol

---

## ii
Entry from the OMol25 dataset: C10H9N in the gas phase (ωB97M-V with the def2-TZVPD basis set).

Atoms and positions in Å:
C (1.2102, -2.9742, -1.0713)
C (0.4273, -1.7825, -0.8766)
C (1.1960, -0.7404, -0.4854)
C (0.6381, 0.4303, 0.1150)
C (1.3320, 1.5176, 0.5678)
C (0.5296, 2.6509, 0.9247)
C (-0.9255, 2.5480, 1.2422)
C (-1.4575, 1.3806, 0.8564)
C (-0.8066, 0.3094, 0.1986)
C (-1.6214, -0.7724, -0.5113)
H (1.5992, -3.3122, 0.0084)
H (2.0531, -3.0310, -1.8013)
H (0.4998, -3.7517, -1.4550)
H (2.3860, -0.9059, -0.5608)
H (2.3947, 1.6311, 0.4370)
H (0.9699, 3.4551, 1.3699)
H (-1.6323, 3.1723, 1.8176)
H (-2.5113, 1.1547, 0.9582)
H (-2.7529, -0.9521, -0.4974)
N (-0.8770, -1.8377, -0.8623)

Summary:
- HOMO-LUMO gap: 8.409 eV
- SMILES string: Cc1cc2ccccc2cn1
- Molar mass: 143.2 g/mol

---

Energy ordering: ii at the bottom, the next structure 2.035 eV above.